ORCA calculation (the ωB97M-V functional and the def2-TZVPD basis) on 8 unconnected molecules or ions with the total composition C46H78BrN4O17Si at a distorted geometry.

The total energy comes out at -6160.843141 a.u. The calculation puts the LUMO energy at -3.76 eV. As for the total charge: +1. Its HOMO energy is -10.65 eV. The gap between HOMO and LUMO comes out at 6.890 eV.

Each line ends with the Mulliken charge.
CARTESIAN COORDINATES (ANGSTROEM)
C -4.381 -4.003 -1.246  -0.7435
C -3.160 -5.016 -1.640  -0.6920
N -2.019 -4.864 -0.711  0.1432
C -0.995 -4.058 -0.901  -0.2466
N -0.878 -3.194 -2.052  -0.3747
C -0.977 -1.807 -1.499  0.3155
C -1.332 -0.684 -2.570  -0.7064
C -2.507 0.263 -1.779  0.0968
C -2.419 1.902 -2.133  -0.7400
O -1.983 1.235 -0.766  -0.2554
O 0.228 -1.558 -0.776  -0.4661
C 0.411 -2.448 0.332  0.8469
C -0.351 -1.836 1.610  -0.3338
C -0.085 -0.280 1.852  -0.8666
C 1.178 0.048 2.789  -0.4433
Br 0.607 1.441 4.134  -0.1857
C 2.006 -2.391 0.649  -1.4565
C 2.399 -3.017 2.050  0.1975
O 3.348 -2.460 2.669  -0.5525
N 1.747 -4.155 2.713  0.5362
C 1.645 -3.814 4.186  -0.8709
C 2.582 -5.390 2.588  -1.2393
N 0.106 -3.888 0.081  0.3971
Si -2.041 -5.808 0.867  0.4686
C -3.609 -6.923 1.026  -1.1523
C -2.136 -4.633 2.408  -0.2599
C -0.539 -7.013 0.965  -0.7222
H -5.359 -4.588 -1.346  0.3044
H -4.205 -3.588 -0.206  0.2187
H -4.403 -3.194 -2.039  0.2481
H -2.952 -4.822 -2.735  0.4585
H -3.636 -6.059 -1.607  0.3316
H -1.508 -3.393 -2.826  0.4697
H -1.835 -1.827 -0.726  0.0221
H -0.475 0.026 -2.785  0.3931
H -1.847 -1.068 -3.506  0.2448
H -3.586 -0.212 -1.636  0.2778
H -3.546 1.968 -2.265  0.3248
H -1.656 1.798 -2.958  0.3149
H -0.197 -2.432 2.565  0.2381
H -1.474 -1.932 1.368  0.1565
H -0.031 0.346 0.901  0.0921
H -1.003 0.115 2.421  0.6379
H 1.542 -0.821 3.414  0.0379
H 2.019 0.545 2.189  0.4711
H 2.287 -1.281 0.613  0.1148
H 2.529 -2.927 -0.218  0.6125
H 2.667 -3.951 4.693  0.3141
H 1.248 -2.763 4.350  0.3304
H 0.858 -4.531 4.611  0.3341
H 2.790 -5.662 1.494  0.2609
H 3.573 -5.175 3.124  0.4511
H 2.009 -6.259 3.070  0.3508
H 0.945 -4.361 -0.307  0.3516
H -4.505 -6.242 1.268  0.2795
H -3.522 -7.630 1.922  0.3590
H -3.837 -7.524 0.083  0.3433
H -2.608 -5.245 3.260  0.4891
H -1.054 -4.465 2.718  -0.3495
H -2.712 -3.680 2.186  0.2077
H 0.241 -6.658 1.708  -0.0921
H -0.933 -8.028 1.310  0.3810
H -0.138 -7.111 -0.105  0.2804
O 9.976 -0.759 4.016  -0.5889
C 8.986 -1.254 3.547  0.5885
O 8.996 -2.283 2.658  -0.3560
C 7.657 -2.551 2.225  -0.5343
C 6.768 -1.989 3.310  0.0158
C 7.573 -0.809 3.813  -0.5362
H 7.497 -2.059 1.260  0.3317
H 7.520 -3.626 2.099  0.3187
H 5.771 -1.722 2.956  -0.0559
H 6.654 -2.724 4.113  0.2718
H 7.371 0.098 3.237  0.3027
H 7.410 -0.634 4.876  0.2910
O -3.148 4.016 -4.067  -0.6064
C -2.966 5.105 -3.585  0.5168
O -3.664 6.215 -3.939  -0.2866
C -3.123 7.355 -3.257  -0.4005
C -2.406 6.793 -2.051  -0.6885
C -1.923 5.450 -2.556  -0.1380
H -2.445 7.879 -3.937  0.2572
H -3.931 8.031 -2.974  0.3301
H -1.606 7.439 -1.686  0.3596
H -3.117 6.643 -1.233  0.2800
H -0.949 5.525 -3.047  0.2707
H -1.896 4.706 -1.760  0.1801
O 8.659 -4.380 7.369  -0.6433
C 9.803 -4.198 7.036  0.3193
O 10.870 -4.370 7.860  -0.3139
C 12.066 -3.963 7.181  -0.3123
C 11.735 -4.048 5.709  -0.7542
C 10.259 -3.711 5.687  0.1418
H 12.315 -2.944 7.493  0.2148
H 12.886 -4.625 7.454  0.3965
H 12.345 -3.387 5.091  0.3783
H 11.883 -5.072 5.353  0.2991
H 10.088 -2.635 5.621  -0.0774
H 9.739 -4.234 4.884  0.3201
O -10.166 5.795 -4.047  -0.6198
C -9.029 5.983 -4.393  0.4053
O -7.951 5.830 -3.573  -0.3933
C -6.765 6.239 -4.269  0.1143
C -7.110 6.132 -5.736  -0.2023
C -8.586 6.455 -5.751  0.2088
H -6.522 7.264 -3.973  0.0055
H -5.936 5.587 -3.996  0.0334
H -6.512 6.790 -6.367  0.4408
H -6.956 5.104 -6.079  -0.0488
H -8.766 7.530 -5.831  -0.0188
H -9.106 5.918 -6.542  0.0716
O -7.484 8.424 -7.870  -0.5164
C -8.036 9.492 -7.843  0.5100
O -7.973 10.352 -6.791  -0.3639
C -8.829 11.474 -7.042  -0.4075
C -8.997 11.518 -8.544  -0.4942
C -8.922 10.053 -8.923  -0.4463
H -9.777 11.313 -6.521  0.2731
H -8.364 12.383 -6.656  0.2922
H -9.920 12.007 -8.859  0.3245
H -8.159 12.057 -8.996  0.2655
H -9.900 9.567 -8.869  0.2659
H -8.477 9.914 -9.907  0.3056
O -10.408 4.534 -9.295  -0.5808
C -9.804 3.680 -8.706  0.4084
O -8.926 3.928 -7.695  -0.2519
C -8.305 2.702 -7.292  -0.4151
C -9.251 1.611 -7.740  -0.5855
C -9.864 2.203 -8.992  -0.3914
H -7.327 2.630 -7.778  0.2817
H -8.163 2.701 -6.210  0.3218
H -8.756 0.652 -7.904  0.3405
H -10.030 1.464 -6.985  0.2869
H -9.264 1.989 -9.880  0.2575
H -10.892 1.872 -9.134  0.2915
O 14.082 -5.183 9.242  -0.6013
C 13.973 -4.475 10.209  0.5161
O 15.026 -4.003 10.927  -0.3593
C 14.542 -3.288 12.070  -0.4342
C 13.129 -2.883 11.716  -0.5756
C 12.676 -4.023 10.827  -0.0849
H 14.579 -3.952 12.938  0.2516
H 15.180 -2.423 12.259  0.3331
H 12.494 -2.728 12.590  0.3414
H 13.143 -1.952 11.141  0.2655
H 12.251 -4.847 11.404  0.2777
H 11.975 -3.686 10.064  0.0538

ORCA calculation (the ωB97M-V functional and the def2-TZVPD basis) on 6 unconnected molecules or ions with the total composition C46H78Cl2N6O20S at a distorted geometry.

The total energy comes out at -4951.562960 a.u. The SMILES is CC(=O)OCCCCCCCC[C@@H](CO[C@](CCSc1nnco1)(CC(N)(N)N)N=C(C)C)OC[C@@H](Cl)[C@@H](C)Cl.C[C@@H]1COC(=O)O1.C[C@@H]1COC(=O)O1.C[C@@H]1COC(=O)O1.C[C@@H]1COC(=O)O1.C[C@@H]1COC(=O)O1. The calculation puts the LUMO energy at 0.42 eV. As for the total charge: 0. For the energy relative to the best compared isomer or geometry (same formula, charge and spin), the calculation gives 0.000 eV. Its HOMO energy is -8.63 eV. The gap between HOMO and LUMO comes out at 9.054 eV.

Each line ends with the Mulliken charge.
CARTESIAN COORDINATES (ANGSTROEM)
C 0.390 -5.610 -1.255  -0.8864
C -0.818 -4.879 -1.765  0.8444
O -1.420 -4.033 -1.141  -0.6161
O -1.161 -5.256 -3.015  -0.4199
C -2.393 -4.705 -3.516  -0.8885
C -2.202 -3.313 -4.102  0.5171
C -3.080 -3.061 -5.328  -1.1373
C -2.683 -1.793 -6.102  -0.6706
C -3.374 -0.569 -5.511  0.1699
C -2.979 0.764 -6.149  -1.2665
C -1.708 1.403 -5.567  0.1588
C -1.955 2.286 -4.333  -0.7239
C -1.815 1.520 -3.009  1.6534
C -0.411 1.664 -2.428  -1.6749
O 0.550 1.647 -3.464  -0.0498
C 1.906 1.535 -3.014  2.3630
C 2.743 2.147 -4.142  -1.5792
C 4.247 2.152 -3.895  -0.4386
S 5.102 2.980 -5.293  -0.2948
C 5.815 1.592 -6.056  0.6012
N 5.451 1.038 -7.152  -0.2957
N 6.322 -0.024 -7.370  -0.3989
C 7.135 -0.018 -6.388  0.0334
O 6.900 0.970 -5.505  -0.2650
C 2.294 0.056 -2.798  -3.2282
C 1.676 -1.012 -3.730  1.2407
N 1.650 -0.618 -5.132  -0.4035
N 0.337 -1.445 -3.326  0.1158
N 2.601 -2.159 -3.626  -0.8097
N 2.136 2.186 -1.723  -0.3776
C 2.238 3.442 -1.570  1.1218
C 1.560 4.510 -2.394  -1.4898
C 3.018 3.955 -0.393  -0.9832
O -2.659 2.097 -1.995  -0.5353
C -3.743 1.294 -1.598  -1.4159
C -4.870 1.203 -2.650  1.9190
Cl -5.616 -0.417 -2.473  -0.1755
C -5.849 2.397 -2.506  0.2785
C -5.582 3.433 -3.601  -1.2910
Cl -7.577 1.923 -2.655  -0.1948
H 1.226 -4.919 -1.164  0.2105
H 0.682 -6.420 -1.918  0.2940
H 0.188 -5.990 -0.257  0.2648
H -2.726 -5.413 -4.275  0.4864
H -3.123 -4.712 -2.706  0.3144
H -2.440 -2.580 -3.327  0.0972
H -1.145 -3.200 -4.356  0.1130
H -3.075 -3.929 -5.994  0.5368
H -4.114 -2.950 -4.982  0.2709
H -2.975 -1.930 -7.145  0.4246
H -1.595 -1.686 -6.020  0.1488
H -3.202 -0.581 -4.431  -0.5477
H -4.454 -0.702 -5.639  0.6382
H -2.818 0.601 -7.218  0.4674
H -3.812 1.464 -6.027  0.2598
H -1.010 0.617 -5.268  -0.4038
H -1.221 1.992 -6.345  0.6970
H -2.942 2.747 -4.378  0.5599
H -1.225 3.098 -4.315  -0.1393
H -2.108 0.470 -3.106  -0.2255
H -0.414 2.617 -1.885  0.4699
H -0.218 0.885 -1.682  0.0979
H 2.432 3.171 -4.335  0.6586
H 2.552 1.599 -5.064  0.5443
H 4.538 2.674 -2.985  0.3795
H 4.659 1.146 -3.861  0.2332
H 7.951 -0.697 -6.213  0.4188
H 2.002 -0.180 -1.770  0.8061
H 3.375 -0.067 -2.838  0.2513
H 0.748 -0.793 -5.556  0.0675
H 2.345 -1.151 -5.638  0.3200
H -0.386 -0.966 -3.847  -0.8324
H 0.177 -1.319 -2.336  0.3046
H 2.676 -2.426 -2.648  0.2768
H 2.143 -2.941 -4.088  0.3552
H 2.271 5.259 -2.753  0.3641
H 0.857 5.015 -1.725  0.4113
H 1.000 4.110 -3.236  -0.0379
H 4.005 4.289 -0.718  0.4200
H 2.477 4.789 0.059  0.4022
H 3.085 3.175 0.362  -0.0261
H -3.421 0.285 -1.324  0.4248
H -4.148 1.761 -0.699  0.5912
H -4.468 1.218 -3.659  -1.1978
H -5.734 2.853 -1.526  0.2573
H -4.744 4.078 -3.334  0.2200
H -6.465 4.046 -3.767  0.5172
H -5.359 2.934 -4.545  0.3189
C -0.723 1.764 4.431  -1.5314
C -0.158 2.233 3.121  0.7028
C 1.064 3.118 3.219  -0.2741
O 0.954 3.910 2.028  -0.2811
C -0.353 3.983 1.696  0.6329
O -0.794 4.713 0.864  -0.5804
O -1.079 3.117 2.433  -0.4309
H -1.662 1.233 4.273  0.4097
H -0.023 1.100 4.934  0.4077
H -0.932 2.610 5.086  0.2793
H 0.040 1.388 2.456  0.2426
H 1.998 2.562 3.216  0.1441
H 1.032 3.787 4.083  0.2706
C -0.947 3.285 10.934  -1.4662
C -0.806 3.200 9.438  0.5140
C -1.798 2.293 8.745  -0.2325
O -1.063 1.877 7.581  -0.3190
C 0.254 1.934 7.890  0.6190
O 1.126 1.485 7.216  -0.5491
O 0.440 2.574 9.064  -0.3952
H -0.127 3.860 11.364  0.3861
H -1.889 3.768 11.195  0.3736
H -0.929 2.289 11.378  0.3379
H -0.815 4.200 8.993  0.2574
H -2.714 2.795 8.446  0.3378
H -2.036 1.413 9.339  0.1351
C -7.679 -0.213 8.009  -1.4653
C -6.447 0.601 8.299  0.5038
C -5.202 0.206 7.532  -0.5484
O -4.155 0.599 8.432  -0.2444
C -4.662 0.557 9.690  0.6424
O -4.005 0.652 10.677  -0.5268
O -6.000 0.404 9.657  -0.3603
H -8.486 0.064 8.686  0.3617
H -8.009 -0.042 6.985  0.3788
H -7.479 -1.276 8.146  0.3543
H -6.651 1.668 8.174  0.2619
H -5.087 0.718 6.580  0.3583
H -5.138 -0.873 7.377  0.2844
C 7.218 3.417 1.989  -1.4355
C 6.441 2.283 2.604  0.4751
C 6.833 0.892 2.147  -0.5209
O 5.606 0.168 2.297  -0.3651
C 4.589 1.051 2.173  0.6212
O 3.444 0.760 2.056  -0.4450
O 5.061 2.321 2.196  -0.2752
H 6.792 4.375 2.284  0.3554
H 8.257 3.382 2.317  0.3937
H 7.185 3.359 0.901  0.3272
H 6.463 2.348 3.696  0.2732
H 7.613 0.433 2.748  0.3084
H 7.120 0.874 1.093  0.3021
C 1.602 -10.558 1.560  -1.4291
C 2.540 -9.535 0.978  0.5013
C 3.700 -9.126 1.863  -0.5188
O 3.958 -7.787 1.425  -0.3379
C 2.801 -7.284 0.932  0.6130
O 2.617 -6.145 0.656  -0.4625
O 1.879 -8.268 0.799  -0.3107
H 0.742 -10.702 0.907  0.3525
H 2.114 -11.514 1.678  0.3810
H 1.231 -10.231 2.532  0.3551
H 2.903 -9.858 -0.002  0.2581
H 4.590 -9.737 1.738  0.2968
H 3.419 -9.098 2.919  0.3052

ORCA calculation (the ωB97M-V functional and the def2-TZVPD basis) on 3 unconnected molecules or ions with the total composition C46H83BrF3N4O7 at a distorted geometry.

The total energy comes out at -5421.416285 a.u. The calculation puts the LUMO energy (alpha / beta) at -3.15 / -3.14 eV. As for the multiplicity: 3. As for the total charge: +1. Its HOMO energy (alpha / beta) is -9.46 / -10.45 eV. The gap between HOMO and LUMO (alpha / beta) comes out at 6.313 / 7.310 eV.

Each line ends with the Löwdin spin population.
CARTESIAN COORDINATES (ANGSTROEM)
C 0.840 3.357 -3.155  0.0003
C 0.539 3.274 -1.865  -0.0001
N -0.522 2.380 -1.286  0.0000
C -1.677 2.293 -2.222  0.0000
C -2.413 3.607 -2.434  0.0000
O -1.942 4.675 -2.575  0.0000
Br -4.322 3.343 -2.561  0.0000
C -0.862 3.023 0.079  0.0000
N -2.199 2.770 0.474  0.0000
C -2.878 3.683 1.053  0.0000
C -4.365 3.520 1.132  0.0000
C -2.322 4.901 1.731  0.0000
C 0.323 2.596 0.972  0.0000
C 0.119 2.400 2.482  0.0000
C -1.007 1.469 2.986  0.0000
C -1.917 2.120 4.043  0.0000
C -2.462 1.111 5.057  0.0000
C -1.408 0.668 6.098  0.0000
C -1.567 1.384 7.438  0.0000
C -1.233 2.885 7.411  0.0000
C 0.144 3.238 6.852  0.0000
C 1.316 2.751 7.734  0.0000
C 2.435 2.082 6.948  0.0000
O 3.375 3.053 6.508  0.0000
C 3.600 3.049 5.123  0.0000
C 1.023 1.432 0.210  0.0000
C 0.054 0.995 -0.927  0.0000
C 0.926 0.292 -1.970  0.0001
C 0.316 -0.091 -3.326  0.0002
O -1.065 -0.448 -3.227  0.0000
C -1.394 -1.666 -3.825  0.0000
C -1.368 -1.651 -5.327  0.0000
O -1.686 -2.603 -3.163  0.0000
C -0.966 0.053 -0.215  0.0000
O -0.834 -1.296 -0.656  0.0000
C -0.448 -2.165 0.297  0.0000
F 0.765 -1.848 0.816  0.0000
F -0.361 -3.367 -0.248  0.0000
F -1.309 -2.210 1.327  0.0000
H 1.017 4.365 -3.517  0.0001
H 1.040 2.546 -3.842  -0.0001
H 1.062 3.889 -1.148  0.0000
H -2.388 1.582 -1.823  0.0000
H -1.357 1.901 -3.184  0.0000
H -0.756 4.087 -0.139  0.0000
H -4.734 3.940 2.069  0.0000
H -4.826 4.080 0.318  0.0000
H -4.638 2.468 1.102  0.0000
H -3.008 5.737 1.581  0.0000
H -2.255 4.733 2.806  0.0000
H -1.353 5.220 1.352  0.0000
H 1.039 3.420 0.912  0.0000
H 1.068 1.983 2.832  0.0000
H 0.052 3.376 2.966  0.0000
H -0.556 0.595 3.463  0.0000
H -1.655 1.113 2.190  0.0000
H -2.762 2.596 3.533  0.0000
H -1.384 2.925 4.555  0.0000
H -2.793 0.230 4.500  0.0000
H -3.324 1.545 5.566  0.0000
H -0.413 0.845 5.680  0.0000
H -1.529 -0.405 6.253  0.0000
H -0.960 0.903 8.208  0.0000
H -2.614 1.289 7.736  0.0000
H -1.297 3.260 8.436  0.0000
H -2.013 3.405 6.845  0.0000
H 0.195 4.324 6.747  0.0000
H 0.273 2.835 5.843  0.0000
H 1.734 3.614 8.251  0.0000
H 0.935 2.060 8.489  0.0000
H 2.024 1.551 6.081  0.0000
H 2.941 1.346 7.578  0.0000
H 4.445 3.702 4.915  0.0000
H 3.852 2.049 4.748  0.0000
H 2.724 3.411 4.567  0.0000
H 1.987 1.756 -0.189  0.0000
H 1.275 0.607 0.873  0.0000
H 1.814 0.889 -2.184  0.0002
H 1.290 -0.612 -1.486  0.0000
H 0.889 -0.931 -3.728  0.0000
H 0.410 0.708 -4.064  0.0001
H -1.214 -2.658 -5.703  0.0000
H -2.313 -1.265 -5.710  0.0000
H -0.567 -1.017 -5.708  0.0000
H -2.002 0.356 -0.347  0.0000
H -0.774 0.081 0.849  0.0000
C -1.991 -5.012 2.274  0.0030
C -1.454 -6.427 2.609  0.0262
C -1.137 -7.202 1.326  0.0157
C -2.375 -7.683 0.574  0.0008
C -3.288 -8.479 1.504  0.0152
C -3.664 -7.711 2.773  0.0266
N -2.435 -7.182 3.450  0.3666
O -1.848 -8.110 4.117  0.5363
C -4.639 -6.578 2.414  0.0022
C -4.414 -8.625 3.734  -0.0010
C -0.158 -6.227 3.390  -0.0009
H -2.228 -4.894 1.217  -0.0001
H -2.882 -4.769 2.849  0.0015
H -1.253 -4.257 2.533  -0.0003
H -0.524 -8.073 1.579  0.0022
H -0.526 -6.568 0.679  0.0016
H -2.914 -6.837 0.137  0.0003
H -2.068 -8.314 -0.262  0.0007
H -4.204 -8.763 0.982  0.0015
H -2.785 -9.411 1.782  0.0023
H -4.842 -5.952 3.284  0.0013
H -5.583 -7.013 2.087  -0.0005
H -4.288 -5.941 1.605  0.0000
H -3.849 -9.525 3.966  -0.0006
H -5.355 -8.928 3.274  -0.0004
H -4.638 -8.112 4.670  0.0002
H -0.346 -5.729 4.342  0.0002
H 0.509 -5.601 2.795  -0.0003
H 0.351 -7.167 3.588  -0.0005
C 3.745 -0.164 -6.947  0.0031
C 3.152 1.212 -7.344  0.0270
C 3.593 1.608 -8.757  0.0162
C 5.054 2.037 -8.849  0.0009
C 5.352 3.140 -7.838  0.0158
C 4.971 2.758 -6.406  0.0270
N 3.552 2.266 -6.354  0.3754
O 2.728 3.254 -6.377  0.5240
C 5.952 1.698 -5.880  0.0024
C 5.119 3.964 -5.486  -0.0010
C 1.634 1.054 -7.332  -0.0010
H 4.509 -0.506 -7.645  -0.0001
H 4.184 -0.146 -5.952  0.0016
H 2.966 -0.925 -6.923  -0.0003
H 2.965 2.433 -9.108  0.0022
H 3.405 0.766 -9.426  0.0016
H 5.718 1.182 -8.692  0.0003
H 5.259 2.402 -9.856  0.0008
H 6.413 3.396 -7.859  0.0015
H 4.806 4.044 -8.127  0.0023
H 5.643 1.333 -4.900  0.0014
H 6.937 2.151 -5.772  -0.0005
H 6.069 0.844 -6.543  0.0000
H 4.546 4.819 -5.838  -0.0006
H 6.168 4.257 -5.451  -0.0004
H 4.795 3.727 -4.471  0.0003
H 1.274 0.827 -6.324  0.0001
H 1.367 0.225 -7.988  -0.0003
H 1.124 1.944 -7.690  -0.0005